[1]
Formula: C33H64Cl10FN2O2
Source: the Open Molecules 2025 dataset
Level of theory: ωB97M-V with the def2-TZVPD basis set

```
112
Properties=species:S:1:pos:R:3:forces:R:3
C -5.021590 2.640197 2.180968 0.60 -0.80 -0.10
C -3.960132 2.150145 1.164784 -0.63 1.31 -0.01
C -3.463187 3.272484 0.206695 -0.19 -0.86 0.09
C -3.146358 2.661248 -1.172745 0.62 0.43 0.00
C -1.952331 3.330335 -1.900738 0.04 -0.23 0.80
C -1.020833 2.352624 -2.637537 -0.80 0.37 -0.48
C -1.508881 1.981369 -4.050471 0.29 -0.64 0.39
C -2.594193 0.876430 -4.015926 -0.16 0.59 -0.80
C -2.362737 -0.224931 -5.068218 0.03 0.37 0.66
C -1.176464 -1.152766 -4.735560 -0.15 0.02 -0.48
C -1.593228 -2.493188 -4.110390 -0.04 1.10 0.15
C -2.083454 -2.207009 -2.668882 -0.52 -1.14 -0.76
C -1.811306 -3.355234 -1.669000 0.71 1.11 -0.42
C -0.960073 -2.939568 -0.467179 -0.46 -1.74 0.82
C -1.382035 -1.774455 0.448641 0.53 -0.59 0.03
O -2.114802 -0.717310 -0.069607 0.30 0.61 0.06
C -0.027171 -1.475991 1.107621 -0.89 0.66 0.29
C 0.171657 -0.571189 2.255223 -0.16 0.42 -0.72
C -0.124884 0.876695 1.729200 0.54 -0.15 0.11
C 1.119727 1.784346 1.798554 -0.94 -0.07 -0.61
C 1.031132 2.814645 0.663870 0.44 0.25 0.75
C 2.333795 3.588122 0.478775 -0.43 0.52 -0.66
O 3.056352 2.986757 -0.592972 0.29 -0.28 0.74
C 4.425026 2.764903 -0.289747 0.17 -0.47 -0.62
N 0.931925 -2.101071 0.545277 0.39 -0.51 0.67
C 0.579200 -2.916996 -0.647349 -0.83 0.35 -1.70
C 1.135197 -4.342437 -0.687009 0.94 -0.13 -0.26
C 1.360819 -4.818639 -2.127951 -0.24 0.03 -0.16
F 1.026597 -6.160791 -2.224054 0.07 -0.04 0.14
N 0.848738 -1.989999 -1.786102 -0.08 0.85 1.86
C 1.992589 -1.416672 -1.881408 0.23 -0.02 -0.74
C 3.335467 -2.109676 -1.914933 0.19 0.24 0.93
C 2.017710 0.084030 -1.937664 0.18 -0.38 -0.85
H -4.540950 2.888203 3.127608 -0.17 0.40 -0.02
H -5.697056 1.814198 2.404369 -0.16 0.13 0.06
H -5.590414 3.474345 1.779256 -0.06 0.08 0.15
H -3.082948 1.807501 1.709370 -0.06 -0.54 -0.08
H -4.395960 1.351952 0.568031 0.18 -0.20 0.02
H -2.572509 3.705856 0.668890 0.05 0.20 -0.25
H -4.210067 4.061637 0.116710 0.01 0.04 0.02
H -4.047020 2.660752 -1.789145 0.00 -0.10 -0.01
H -2.877162 1.615682 -1.003607 -0.08 -0.06 -0.02
H -1.356300 3.789233 -1.105504 0.04 0.11 -0.08
H -2.285236 4.154689 -2.533067 0.07 -0.09 -0.19
H -1.016555 1.414184 -2.063664 0.37 0.08 0.11
H -0.011550 2.767088 -2.651872 0.05 -0.05 -0.10
H -0.661169 1.602977 -4.629304 0.05 0.06 -0.01
H -1.877049 2.860105 -4.580019 0.04 0.07 0.04
H -2.685863 0.482053 -3.005260 -0.09 -0.17 -0.05
H -3.548144 1.340700 -4.278415 -0.13 -0.04 0.31
H -2.182788 0.292091 -6.012383 -0.03 -0.11 -0.09
H -3.303704 -0.769871 -5.174199 0.14 -0.26 -0.13
H -0.609138 -1.309803 -5.654736 0.09 -0.17 0.06
H -0.523687 -0.616981 -4.037065 0.18 -0.14 -0.07
H -0.763673 -3.201715 -4.136892 0.01 -0.01 0.05
H -2.410293 -2.872140 -4.726530 0.09 -0.39 0.08
H -1.635605 -1.270370 -2.371705 0.00 -0.07 0.25
H -3.165462 -2.094599 -2.743460 -0.01 0.45 0.24
H -2.726172 -3.823392 -1.316319 -0.08 0.08 0.06
H -1.250192 -4.118348 -2.209052 -0.12 -0.26 0.16
H -1.082862 -3.794944 0.214839 0.06 0.10 0.10
H -2.002583 -2.143402 1.270969 -0.08 -0.16 -0.13
H -1.582386 -0.171362 -0.668990 -0.13 -0.27 -0.03
H -0.518823 -0.864088 3.043959 0.12 0.05 0.15
H 1.210724 -0.612577 2.582797 -0.11 -0.17 0.35
H -0.986598 1.290574 2.245841 0.02 0.07 0.05
H -0.391751 0.834822 0.673698 -0.17 -0.07 0.02
H 2.012517 1.167324 1.661912 0.17 0.13 0.17
H 1.135310 2.296797 2.760019 0.39 -0.12 0.08
H 0.822179 2.310007 -0.279373 -0.15 0.11 -0.08
H 0.218567 3.508375 0.891492 -0.11 -0.05 -0.14
H 2.121547 4.625634 0.196126 -0.02 -0.02 0.03
H 2.912617 3.637258 1.404359 0.12 -0.22 -0.04
H 5.057104 3.618903 -0.533130 -0.11 0.16 0.19
H 4.765491 1.939533 -0.922907 -0.05 0.04 -0.05
H 4.574426 2.444633 0.741564 -0.03 0.21 0.09
H 1.851454 -1.960269 0.960823 0.18 -0.43 -0.48
H 2.091223 -4.449335 -0.165464 -0.04 0.27 0.15
H 0.466120 -5.061851 -0.219793 -0.22 0.18 0.06
H 2.397463 -4.712785 -2.440755 0.03 -0.07 0.05
H 0.733607 -4.276915 -2.834797 0.02 0.02 0.02
H 3.518810 -2.639809 -0.974323 0.06 -0.24 -0.12
H 3.395541 -2.811386 -2.741871 -0.18 -0.10 -0.01
H 4.151243 -1.399433 -2.032181 -0.06 0.05 0.02
H 1.131415 0.455602 -2.450089 0.03 0.15 0.08
H 2.938862 0.468860 -2.367283 -0.10 0.19 -0.16
H 2.000334 0.432261 -0.897647 -0.07 -0.03 0.02
C 5.310081 0.907574 3.830298 -0.03 0.02 0.16
Cl 5.455802 0.098922 2.261766 -0.02 -0.09 -0.01
Cl 4.525974 2.485859 3.686463 0.03 -0.04 0.06
H 4.714683 0.283349 4.486465 -0.05 0.01 -0.06
H 6.301694 1.047506 4.244653 0.02 0.04 -0.12
C -0.804190 -1.767614 6.122061 -0.09 -0.06 -0.01
Cl -1.241805 -0.098995 5.730524 -0.10 0.04 0.02
Cl 0.859051 -2.118246 5.636275 0.05 -0.11 0.00
H -0.900871 -1.919133 7.190822 0.09 0.09 0.00
H -1.470547 -2.435486 5.587651 0.02 0.04 -0.04
C 7.165993 6.020228 0.383574 0.04 0.11 0.00
Cl 6.729144 4.778841 1.567158 0.01 0.05 0.10
Cl 7.339967 5.344822 -1.240318 0.01 0.05 -0.01
H 6.386566 6.773106 0.366601 -0.05 -0.08 -0.02
H 8.109161 6.464647 0.679084 0.03 -0.10 -0.01
C -5.314808 0.334935 6.100700 0.00 0.06 0.13
Cl -5.063664 -0.530739 4.577293 0.08 -0.09 -0.03
Cl -6.195106 1.843824 5.852721 0.02 -0.01 0.05
H -5.885982 -0.298518 6.769537 -0.06 0.00 -0.09
H -4.346768 0.562181 6.533266 0.01 0.03 -0.09
C 1.076003 -7.057008 1.898240 0.07 -0.18 -0.05
Cl 2.031084 -8.175841 2.867751 0.00 0.03 -0.06
Cl 0.050472 -6.024671 2.912948 -0.03 0.15 -0.12
H 1.750068 -6.427580 1.329560 0.02 0.03 0.09
H 0.440844 -7.626822 1.228920 -0.05 -0.01 0.08
```
Forces are in eV/Å.

Computed properties:
Electronic energy in Eh: -6257.236072
Total charge: +1
Highest occupied orbital energy in eV: -11.77
LUMO in eV: -3.2
Orbital gap in eV: 8.61

Mulliken population analysis, charges in e, atoms 1 to 5: C -1.193; C 0.650; C -0.680; C 0.552; C -1.171

---

[2]
Formula: C14H12AuBN11
Source: the Open Molecules 2025 dataset
Level of theory: ωB97M-V with the def2-TZVPD basis set

```
39
Properties=species:S:1:pos:R:3:forces:R:3
Au -9.828284 -5.087379 -8.257979 -0.43 -0.52 -1.35
C -8.387808 -6.501268 -12.832664 -0.44 -0.42 -0.31
C -8.624000 -5.434432 -11.927055 -1.87 -3.20 -0.03
N -9.638655 -5.750532 -11.120891 -0.42 -0.57 -0.70
N -10.116874 -6.997931 -11.525714 0.01 0.43 1.06
C -9.322028 -7.468831 -12.547342 0.11 1.52 1.41
B -11.331863 -7.636732 -10.724156 1.61 1.70 -0.87
N -12.143676 -6.458927 -10.029728 -0.55 1.00 1.09
C -13.411069 -6.002823 -10.352768 1.30 -0.62 0.42
C -13.847123 -5.112306 -9.400454 1.56 0.52 0.29
C -12.775758 -4.880472 -8.500942 1.36 -3.73 -2.67
N -11.728527 -5.750889 -8.844800 -2.37 0.58 -0.72
N -10.852505 -8.640555 -9.638327 0.01 -0.88 1.27
C -11.614096 -9.578522 -8.945150 0.43 1.89 -1.93
C -10.998329 -9.787263 -7.717314 1.54 -0.18 3.02
C -9.854292 -9.007697 -7.732261 -0.78 -0.80 -0.49
N -9.728130 -8.366354 -8.911736 -1.44 0.49 -1.58
N -12.193256 -8.465892 -11.752852 -0.04 -0.23 -1.68
C -12.054435 -8.623072 -13.098304 0.85 1.92 3.20
C -13.198539 -9.225247 -13.601886 -2.47 -1.22 -1.27
C -13.980945 -9.520750 -12.491061 -0.15 -0.37 0.65
N -13.356165 -9.113722 -11.357185 -0.30 0.04 -1.08
H -7.728840 -6.614415 -13.669916 0.52 0.33 0.06
H -8.126921 -4.541052 -11.810779 0.95 1.78 0.17
H -9.378540 -8.476664 -12.848801 -0.02 -0.84 -0.58
H -13.920230 -6.298445 -11.282329 0.34 -0.05 0.75
H -14.749137 -4.582311 -9.454867 -1.03 0.55 0.10
H -12.591740 -4.253028 -7.669913 -0.32 0.57 0.60
H -12.506018 -9.969144 -9.412253 -0.05 -0.10 0.29
H -11.303673 -10.346458 -6.812746 -0.05 0.07 -1.12
H -9.023441 -8.847047 -7.101365 0.34 -0.28 1.15
H -11.226901 -8.191886 -13.593737 0.63 0.25 -0.55
H -13.460464 -9.342621 -14.671032 0.33 -0.14 0.90
H -14.932271 -10.065633 -12.418830 0.56 0.44 -0.10
N -4.383542 -4.907089 -5.760568 -1.00 0.34 -0.84
C -5.111041 -4.412613 -6.548938 0.07 1.08 -0.74
N -5.732087 -3.662460 -7.472129 1.52 -0.65 1.28
C -6.922163 -3.934270 -7.863440 -2.35 -1.94 0.11
N -7.996107 -4.329416 -8.141864 2.04 1.24 0.79
```
Forces are in eV/Å.

Computed properties:
Expectation value of S²: 3.83
Electronic energy in Eh: -1302.760343
Total charge: +2
Spin multiplicity: 4
Highest occupied orbital energy (alpha / beta) in eV: -14.69 / -14.68
LUMO (alpha / beta) in eV: -6.4 / -10.7
Orbital gap (alpha / beta) in eV: 8.28 / 3.93

natural (NBO) population analysis, charges in e, atoms 1 to 5: Au 0.732; C -0.299; C -0.017; N -0.292; N -0.411

---

[3]
Formula: C36H32BBiF4P2
Source: the Open Molecules 2025 dataset
Level of theory: ωB97M-V with the def2-TZVPD basis set

```
76
Properties=species:S:1:pos:R:3:forces:R:3
C -2.646103 2.401686 -1.931043 -0.25 -0.18 0.07
C -1.520266 1.880758 -2.585066 -0.52 -0.72 0.71
C -1.595758 1.599062 -3.954659 0.14 -0.36 -0.10
C -2.777138 1.838315 -4.658270 0.18 0.12 0.24
C -3.888179 2.369315 -4.004153 0.26 -0.06 0.17
C -3.819098 2.652899 -2.638278 0.18 -0.03 0.09
P 0.016501 1.628387 -1.622833 1.54 6.48 -5.84
C 1.283408 1.339460 -2.903521 0.38 -1.22 0.48
C 1.831364 0.053242 -2.999463 0.07 0.45 -0.23
C 2.782007 -0.232155 -3.975793 0.01 0.01 0.02
C 3.203576 0.768496 -4.853886 -0.22 -0.06 0.27
C 2.671881 2.054442 -4.752984 -0.23 -0.13 0.26
C 1.712756 2.341277 -3.781321 -0.08 0.18 0.11
Bi -0.067631 -0.010566 -0.018784 1.12 -0.68 -0.95
P -0.324672 -1.676852 1.537285 0.38 -6.62 5.92
C -1.295793 -3.106388 0.934162 -0.02 0.51 -0.94
C -2.528150 -3.468282 1.492503 -0.21 0.21 -0.10
C -3.231160 -4.563406 0.987876 0.31 0.05 0.00
C -2.708197 -5.304457 -0.071338 0.14 0.25 0.16
C -1.478741 -4.946618 -0.630011 0.16 0.14 0.04
C -0.775839 -3.849806 -0.137299 -0.38 0.05 -0.18
C 1.241008 -2.413480 2.115103 0.40 0.39 -0.25
C 2.126047 -1.585395 2.818830 -0.21 -0.29 0.22
C 3.326828 -2.095286 3.304113 -0.24 -0.15 0.08
C 3.660668 -3.432259 3.076420 -0.29 0.22 -0.07
C 2.789966 -4.256860 2.363820 -0.19 0.25 0.00
C 1.581120 -3.750985 1.884528 0.07 -0.23 -0.17
C -1.180950 -1.216972 3.088754 -0.32 1.67 -0.29
C -1.535339 0.123527 3.296316 -0.02 -0.31 0.13
C -2.231932 0.499199 4.442553 0.05 -0.06 0.12
C -2.568814 -0.456829 5.403014 0.15 0.10 -0.34
C -2.209200 -1.790343 5.208943 0.20 0.11 -0.34
C -1.522046 -2.171323 4.055799 0.28 -0.23 0.04
C 0.391303 3.308435 -1.000130 0.01 -0.26 0.99
C -0.267407 4.449654 -1.475541 -0.19 0.01 -0.12
C 0.060393 5.708831 -0.971028 0.16 -0.27 -0.02
C 1.047580 5.837107 0.005655 -0.06 -0.32 -0.11
C 1.706332 4.701122 0.481873 -0.01 -0.10 -0.05
C 1.378669 3.440253 -0.011160 -0.20 0.02 -0.02
H 1.873639 -0.537967 2.962779 0.16 -0.16 0.27
H 4.010033 -1.446585 3.844828 -0.15 -0.06 -0.14
H 4.603543 -3.826942 3.444435 -0.16 0.08 -0.06
H 3.053208 -5.293912 2.174758 -0.09 0.17 0.04
H 0.906634 -4.390924 1.323405 0.28 -0.02 0.30
H -2.939087 -2.895849 2.318174 -0.08 -0.13 -0.28
H -4.188092 -4.835398 1.424761 0.18 0.07 -0.04
H -3.257630 -6.156131 -0.462998 0.10 0.15 0.05
H -1.068740 -5.519143 -1.457382 -0.06 0.09 0.15
H 0.177221 -3.559843 -0.573240 -0.12 -0.14 -0.11
H -1.253528 0.868158 2.557896 -0.17 0.09 0.30
H -2.503737 1.540641 4.591079 0.06 -0.18 -0.01
H -3.102875 -0.161624 6.301907 0.08 -0.05 -0.16
H -2.462015 -2.537824 5.955764 0.08 0.09 -0.16
H -1.245376 -3.210495 3.908245 0.01 0.09 0.12
H -1.035063 4.355540 -2.237226 0.12 0.13 0.12
H -0.457202 6.588532 -1.343490 0.08 -0.17 0.03
H 1.300922 6.818422 0.397116 -0.04 -0.17 -0.05
H 2.473818 4.796026 1.245080 -0.11 -0.06 -0.14
H 1.882246 2.550708 0.359973 0.13 0.46 0.00
H 1.520712 -0.710711 -2.291340 0.15 -0.19 -0.16
H 3.205916 -1.230165 -4.041444 -0.06 0.17 0.01
H 3.953720 0.548698 -5.608410 -0.12 0.02 0.14
H 3.007361 2.837797 -5.427164 -0.09 -0.11 0.14
H 1.304254 3.343996 -3.697820 0.08 -0.07 -0.04
H -0.732365 1.188996 -4.468876 -0.15 0.02 0.00
H -2.826735 1.608647 -5.718950 0.06 0.06 0.18
H -4.806903 2.555354 -4.553514 0.15 -0.03 0.09
H -4.683226 3.061550 -2.121732 0.16 -0.06 -0.08
H -2.596593 2.601457 -0.864606 -0.12 0.11 -0.08
H -1.290169 -0.588148 -0.765686 -3.94 -2.89 -3.47
H -1.399872 0.594943 0.476982 -4.11 2.79 2.20
F 1.822492 0.265310 0.573945 2.86 0.39 1.12
B 3.155029 0.459802 0.991820 7.11 1.10 0.78
F 3.249272 1.125850 2.283341 -1.10 -1.33 -2.14
F 3.897015 -0.787964 0.963785 -1.94 1.79 -0.01
F 3.813178 1.311998 0.012819 -1.79 -0.99 1.11
```
Forces are in eV/Å.

Computed properties:
Electronic energy in Eh: -2712.023386
Total charge: +2
Highest occupied orbital energy in eV: -14.27
LUMO in eV: -8.3
Orbital gap in eV: 6.01

Mulliken population analysis, charges in e, atoms 1 to 5: C -0.300; C 0.269; C -0.479; C -0.720; C -0.503

---

[4]
Formula: C2H4AgI2NPS
Source: the Open Molecules 2025 dataset
Level of theory: ωB97M-V with the def2-TZVPD basis set

```
12
Properties=species:S:1:pos:R:3:forces:R:3
C -1.592063 1.646120 1.108593 3.00 -5.13 -2.70
C -0.727933 0.789510 0.578318 -3.48 4.12 2.90
P 0.350916 -0.637544 -0.139318 -2.50 0.35 -2.74
N -0.011862 -0.172059 -1.819817 0.87 1.41 0.96
S 0.744502 -1.207720 1.941014 0.27 -0.75 1.40
I 2.775491 -0.377832 -0.477395 -0.17 0.07 0.69
I -0.614244 -2.900938 -0.566303 0.15 0.80 0.18
H -2.609170 2.060641 1.485785 2.34 -0.35 -0.70
H -0.794440 0.518787 -1.866750 0.67 -0.87 -0.12
H 0.834325 0.237928 -2.277762 -1.18 -0.50 0.19
H 0.476274 -2.592741 1.920878 0.40 1.13 -0.22
Ag 1.168204 2.635849 0.112757 -0.38 -0.30 0.17
```
Forces are in eV/Å.

Computed properties:
Expectation value of S²: 0.76
Electronic energy in Eh: -1614.417235
Total charge: +2
Spin multiplicity: 2
Highest occupied orbital energy (alpha / beta) in eV: -16.89 / -16.82
LUMO (alpha / beta) in eV: -9.6 / -11.8
Orbital gap (alpha / beta) in eV: 7.31 / 5.02

natural (NBO) population analysis, charges in e, atoms 1 to 5: C -0.045; C -0.637; P 0.812; N -1.140; S 0.260

---

[5]
Formula: C3H3N3O
Source: the Open Molecules 2025 dataset
Level of theory: ωB97M-V with the def2-TZVPD basis set

```
10
Properties=species:S:1:pos:R:3:forces:R:3
C -0.977540 -0.007237 1.077419 2.09 -0.88 0.99
C 0.394043 -1.293622 -0.404198 0.85 1.19 1.51
C 0.355694 -0.267160 0.519265 -2.06 3.12 0.53
N -1.865140 -0.091874 1.807248 -0.49 0.43 -0.27
N 0.472987 -2.173031 -1.107214 0.09 -2.53 -2.15
N -0.591850 1.077134 -1.185417 -0.89 -0.36 0.95
O 1.468197 0.442214 0.810133 0.06 -0.38 0.19
H 0.345028 0.970112 -1.494927 1.29 0.10 -0.81
H -1.070013 0.264548 -1.586461 -0.11 0.18 -0.22
H 1.468593 1.078915 1.564152 -0.83 -0.86 -0.72
```
Forces are in eV/Å.

Computed properties:
Electronic energy in Eh: -355.457500
Total charge: 0
Relative energy (zero: lowest compared OMol25 entry of this formula, charge and spin) in kcal per mole: 114.4
Highest occupied orbital energy (alpha / beta) in eV: -11.06 / -9.50
LUMO (alpha / beta) in eV: -1.7 / -1.1
Orbital gap (alpha / beta) in eV: 9.33 / 8.41

natural (NBO) population analysis, charges in e, atoms 1 to 5: C 0.206; C 0.166; C 0.233; N -0.252; N -0.222